Entry 1:
ORCA calculation (ωB97M-V/def2-TZVPD) on C37H27N6O6RhS2 as an isolated structure.

Values from the calculation:
energy relative to the best compared isomer or geometry (same formula, charge and spin)	9.2	kcal per mole
HOMO-LUMO gap (spin up / spin down)	5.57 / 5.46	eV
⟨S²⟩	6.055
HOMO energy (spin up / spin down)	-0.21177 / -0.30200	Eh

Structure (ORCA input):
```
! wB97M-V def2-TZVPD RIJCOSX def2/J DEFGRID3
* xyz 0 5
Rh 0.411 -0.309 0.686
O -5.455 2.649 2.882
C -4.569 2.941 2.029
O -5.010 3.907 1.333
C -3.316 2.278 1.836
C -2.988 1.124 2.587
C -1.821 0.471 2.323
N -0.959 0.942 1.367
C -1.294 2.007 0.575
C -2.447 2.701 0.800
C -0.371 2.207 -0.549
C -0.403 3.322 -1.380
C 0.478 3.411 -2.436
C 1.391 2.385 -2.649
C 1.383 1.311 -1.784
N 0.534 1.217 -0.758
C -1.383 -0.797 2.920
C -2.025 -1.410 3.990
C -1.558 -2.622 4.458
C -0.456 -3.207 3.850
C 0.136 -2.553 2.790
N -0.306 -1.379 2.338
H -3.696 0.750 3.314
H -2.741 3.526 0.165
H -1.122 4.106 -1.193
H 0.455 4.271 -3.092
H 2.100 2.415 -3.464
H 2.072 0.485 -1.902
H -2.884 -0.936 4.443
H -2.053 -3.111 5.287
H -0.067 -4.161 4.176
H 0.975 -2.977 2.257
C -1.411 -2.073 -3.898
C 0.024 -2.254 -3.539
C 1.005 -2.623 -4.427
C 2.303 -2.786 -3.936
N 2.616 -2.563 -2.667
C 1.649 -2.180 -1.827
S 2.040 -1.883 -0.183
N 0.371 -2.046 -2.257
C 3.424 -3.220 -4.828
H -1.576 -2.320 -4.943
H -1.715 -1.042 -3.703
H -2.035 -2.712 -3.272
H 0.768 -2.800 -5.465
H -0.413 -1.802 -1.532
H 3.084 -3.417 -5.842
H 3.884 -4.119 -4.417
H 4.193 -2.447 -4.848
O 7.932 3.900 0.973
C 7.443 2.748 0.466
O 8.070 2.134 -0.347
C 6.099 2.300 0.963
C 5.410 1.374 0.182
C 4.164 0.925 0.566
C 3.587 1.385 1.762
S 2.026 0.871 2.272
C 4.302 2.291 2.564
C 5.541 2.748 2.161
H 7.277 4.338 1.528
H 5.877 1.016 -0.726
H 3.631 0.193 -0.025
H 3.869 2.623 3.498
H 6.078 3.425 2.815
O -2.253 0.397 -1.838
C -2.515 -0.443 -0.990
N -1.657 -1.436 -0.568
C -2.347 -2.278 0.295
O -1.924 -3.310 0.773
C -3.699 -1.675 0.563
C -4.703 -2.037 1.438
C -5.818 -1.205 1.506
C -5.918 -0.065 0.712
C -4.906 0.277 -0.181
C -3.801 -0.548 -0.226
H -4.613 -2.923 2.053
H -6.623 -1.442 2.191
H -6.789 0.571 0.802
H -4.968 1.165 -0.796
*
```

***

Entry 2:
ORCA calculation (ωB97M-V/def2-TZVPD) on a 3-piece molecular cluster, C3H7O2S overall at a distorted geometry.

Values from the calculation:
energy relative to the best compared isomer or geometry (same formula, charge and spin)	167.3	kcal per mole
HOMO-LUMO gap	3.77	eV
HOMO energy	-0.14612	Eh

Structure (ORCA input):
```
! wB97M-V def2-TZVPD RIJCOSX def2/J DEFGRID3
* xyz -1 1
O -1.022 2.028 -0.791
C -1.014 0.826 -0.539
C -0.160 0.372 0.844
C 0.365 -0.026 -0.448
S 3.110 0.832 1.559
H -1.822 0.132 -0.803
H -0.667 -0.393 1.413
H -2.327 -3.091 -0.870
H 1.370 0.346 -0.608
H 0.254 -1.042 -0.839
H 0.451 1.101 1.392
H 3.006 1.449 0.376
O -1.545 -2.534 -0.684
*
```

***

Entry 3:
ORCA calculation (ωB97M-V/def2-TZVPD) on a 3-piece molecular cluster, C12H34O4P overall at a distorted geometry.

Values from the calculation:
HOMO-LUMO gap	6.09	eV
HOMO energy	-0.11323	Eh

Structure (ORCA input):
```
! wB97M-V def2-TZVPD RIJCOSX def2/J DEFGRID3
* xyz -1 1
C -2.356 4.139 -1.065
C -1.231 4.219 0.130
C -1.326 2.954 1.214
O 0.021 2.402 1.453
C 0.159 1.030 0.940
P 0.821 0.976 -0.884
C -0.719 -0.064 -1.466
O -0.947 0.038 -2.916
C -2.042 0.965 -3.247
H -2.893 3.091 -1.132
H -3.192 4.924 -0.797
H -1.860 4.474 -2.082
H -1.388 5.256 0.686
H -0.158 4.263 -0.341
H -2.123 2.148 0.907
H -1.655 3.464 2.241
H -0.799 0.356 1.093
H 1.023 0.522 1.587
H 0.144 2.212 -1.236
H 1.968 1.746 -0.403
H 1.549 -0.242 -0.630
H 1.381 0.971 -2.223
H -1.666 0.353 -0.913
H -0.452 -1.181 -1.167
H -3.006 0.847 -2.593
H -2.339 0.744 -4.375
H -1.695 2.093 -3.187
C 3.572 0.472 3.337
C 4.434 -0.195 2.277
C 5.914 0.014 2.555
O 4.113 0.345 0.998
H 3.742 1.554 3.356
H 2.509 0.324 3.117
H 3.784 0.066 4.331
H 4.213 -1.268 2.244
H 6.168 1.080 2.547
H 6.522 -0.461 1.777
H 6.197 -0.405 3.525
H 4.305 1.297 1.017
C -1.361 -4.679 -0.357
C -2.875 -4.563 -0.427
C -3.421 -5.186 -1.702
O -3.246 -3.188 -0.377
H -0.889 -4.154 -1.195
H -0.981 -4.216 0.560
H -1.044 -5.727 -0.378
H -3.323 -5.055 0.444
H -3.022 -4.679 -2.588
H -4.511 -5.084 -1.744
H -3.166 -6.248 -1.763
H -2.853 -2.743 -1.146
*
```

***

Entry 4:
ORCA calculation (ωB97M-V/def2-TZVPD) on C32H50N5O6PdSbSi3 as an isolated structure.

Values from the calculation:
energy relative to the best compared isomer or geometry (same formula, charge and spin)	55.6	kcal per mole
HOMO-LUMO gap	5.47	eV
HOMO energy	-0.04246	Eh

Structure (ORCA input):
```
! wB97M-V def2-TZVPD RIJCOSX def2/J DEFGRID3
* xyz -2 1
Pd -0.664 -0.528 0.169
O 2.894 4.461 0.120
C 3.102 3.844 1.207
O 4.029 4.025 2.013
C 2.159 2.700 1.514
C 2.326 1.751 2.498
N 1.337 0.846 2.353
N 0.529 1.139 1.326
C 1.008 2.263 0.813
C 0.387 2.885 -0.378
O 1.281 3.078 -1.432
O -1.234 2.468 -2.149
H 1.983 3.663 -1.013
H 3.073 1.684 3.271
H 1.125 0.026 2.897
C -4.417 -1.874 2.192
Sb -2.360 -1.141 2.146
C -1.777 -2.293 0.496
C -2.712 -2.865 -0.486
C -2.707 -2.421 -1.827
C -3.569 -2.972 -2.748
C -4.447 -3.972 -2.336
C -4.385 -4.364 -1.011
N -3.552 -3.849 -0.107
Si -0.166 -3.174 0.546
C 0.504 -3.596 -1.172
C -0.423 -4.909 1.309
C 1.282 -2.560 1.624
C -3.211 1.235 1.913
C -2.240 2.115 1.189
C -1.871 3.415 1.763
C -1.222 4.341 1.045
C -0.633 4.021 -0.235
C -1.016 2.605 -0.782
N -1.878 1.804 -0.017
Si -3.440 1.656 3.715
C -4.414 3.252 4.109
C -4.410 0.389 4.727
C -1.776 1.764 4.607
Si -4.740 1.314 0.831
C -6.369 0.973 1.741
C -4.676 0.244 -0.709
C -4.979 3.086 0.205
H -4.294 -2.933 2.424
H -4.948 -1.809 1.245
H -4.989 -1.384 2.975
H -2.019 -1.629 -2.091
H -3.568 -2.621 -3.774
H -5.155 -4.432 -3.014
H -5.048 -5.146 -0.648
H -0.234 -4.204 -1.705
H 1.418 -4.196 -1.083
H 0.717 -2.722 -1.787
H -1.238 -5.425 0.793
H -0.727 -4.799 2.356
H 0.473 -5.539 1.269
H 1.703 -1.614 1.283
H 2.059 -3.336 1.615
H 0.955 -2.433 2.662
H -2.287 3.707 2.714
H -1.156 5.360 1.411
H -0.458 4.811 -0.954
H -0.362 2.331 -2.546
H -5.284 3.359 3.456
H -3.829 4.171 4.026
H -4.779 3.189 5.139
H -5.447 0.289 4.400
H -4.420 0.767 5.755
H -3.949 -0.599 4.739
H -1.022 2.322 4.050
H -1.395 0.751 4.757
H -1.898 2.231 5.590
H -6.480 -0.062 2.059
H -7.181 1.199 1.041
H -6.500 1.620 2.612
H -4.896 -0.810 -0.533
H -3.673 0.316 -1.133
H -5.394 0.617 -1.449
H -5.022 3.808 1.026
H -5.917 3.151 -0.355
H -4.165 3.381 -0.461
O 2.881 -1.482 -2.548
C 2.275 -0.560 -1.778
O 1.171 -0.152 -2.010
C 3.142 -0.081 -0.627
N 4.123 -1.114 -0.245
C 5.378 -0.452 0.180
C 5.129 1.049 0.012
C 4.021 1.103 -1.035
H 2.481 0.205 0.192
H 3.682 -1.726 -2.033
H 3.745 -1.715 0.475
H 6.201 -0.791 -0.457
H 5.631 -0.717 1.209
H 6.023 1.597 -0.286
H 4.773 1.495 0.943
H 4.431 0.917 -2.034
H 3.466 2.036 -1.054
*
```

***

Entry 5:
ORCA calculation (ωB97M-V/def2-TZVPD) on H28O14 as an isolated structure at a distorted geometry.

Values from the calculation:
energy relative to the best compared isomer or geometry (same formula, charge and spin)	148.6	kcal per mole
HOMO-LUMO gap	8.64	eV
HOMO energy	-0.32754	Eh

Structure (ORCA input):
```
! wB97M-V def2-TZVPD RIJCOSX def2/J DEFGRID3
* xyz 0 1
O 1.074 -1.296 -2.936
H 2.014 -0.873 -3.059
H 1.088 -1.277 -1.985
O -0.742 -2.769 -0.757
H -1.158 -3.133 -0.173
H -1.182 -1.851 -1.076
O 0.536 0.177 -0.383
H 0.365 0.490 0.544
H -0.195 0.720 -0.867
O -1.831 -1.177 1.985
H -2.721 -1.252 2.430
H -2.090 -1.072 1.044
O 2.247 0.931 1.822
H 2.658 1.758 1.942
H 2.755 0.554 2.629
O 0.115 -1.981 1.883
H -0.709 -1.468 1.932
H 0.024 -2.142 0.933
O 3.215 0.368 -0.668
H 4.113 0.496 -0.352
H 2.543 0.379 0.055
O -1.117 1.730 -1.749
H -0.943 1.369 -2.749
H -2.066 2.058 -1.495
O 0.263 2.892 0.655
H 0.046 3.791 0.726
H -0.406 2.436 0.202
O -1.681 -1.090 -3.277
H -1.647 -1.094 -4.197
H -0.718 -1.110 -3.164
O -2.902 -0.736 -0.491
H -2.424 -0.768 -1.391
H -3.512 -0.017 -0.671
O 0.234 1.857 3.443
H 0.718 1.778 2.566
H 0.336 2.788 3.675
O 3.302 -2.288 -0.681
H 2.778 -2.656 -1.247
H 3.022 -1.407 -0.311
O -2.050 1.768 1.501
H -1.276 2.142 1.694
H -2.077 0.973 2.018
*
```

***

Entry 6:
ORCA calculation (ωB97M-V/def2-TZVPD) on C11H21ClF3MnO4P2 as an isolated structure at a distorted geometry.

Values from the calculation:
HOMO-LUMO gap (spin up / spin down)	7.29 / 5.94	eV
⟨S²⟩	6.149
HOMO energy (spin up / spin down)	-0.62581 / -0.63112	Eh

Structure (ORCA input):
```
! wB97M-V def2-TZVPD RIJCOSX def2/J DEFGRID3
* xyz 2 5
C 2.391 -2.454 0.052
C 1.175 -1.978 -0.736
H 2.992 -3.107 -0.587
H 2.038 -3.016 0.923
H 2.977 -1.625 0.451
O 0.821 -2.617 -1.715
Cl 1.107 -0.413 2.092
Mn 0.137 -0.300 -0.110
P -1.546 -1.672 0.825
C -2.766 -2.286 -0.386
C -0.921 -3.179 1.641
H -1.741 -3.722 2.121
H -3.131 -1.545 2.656
H -0.187 -2.880 2.394
H -1.831 -0.308 2.773
H -2.242 -2.814 -1.188
H -0.440 -3.823 0.900
C -2.523 -0.822 2.102
H -3.481 -2.964 0.091
H -3.152 -0.071 1.619
H -3.304 -1.436 -0.814
P 1.779 1.285 -0.763
C 1.593 1.784 -2.508
C 1.672 2.842 0.172
H 3.777 0.535 0.397
H 4.188 1.590 -0.978
H 3.704 -0.106 -1.257
C 3.534 0.780 -0.640
H 1.448 2.622 1.217
H 2.613 3.395 0.088
H 2.379 2.492 -2.789
H 0.609 2.245 -2.620
H 0.844 3.420 -0.247
H 1.653 0.903 -3.154
C -0.697 -0.204 -1.763
O -1.235 -0.155 -2.783
F -1.831 4.479 0.471
C -2.353 3.219 0.692
F -2.276 2.929 2.043
F -3.679 3.199 0.302
C -1.585 2.214 -0.102
O -1.547 2.335 -1.407
O -0.960 1.231 0.526
*
```

***

Entry 7:
ORCA calculation (ωB97M-V/def2-TZVPD) on CH4Cl2Si in the gas phase at a distorted geometry.

Values from the calculation:
SMILES string	C[SiH](Cl)Cl
energy relative to the best compared isomer or geometry (same formula, charge and spin)	33.6	kcal per mole
HOMO-LUMO gap	10.93	eV
HOMO energy	-0.37539	Eh

Structure (ORCA input):
```
! wB97M-V def2-TZVPD RIJCOSX def2/J DEFGRID3
* xyz 0 1
C 1.214 -0.062 -0.461
Si -0.829 0.095 0.577
Cl -1.909 -1.456 -0.180
Cl -1.842 1.797 -0.111
H 1.784 0.844 -0.805
H 1.880 -0.597 0.232
H 0.729 -0.695 -1.210
H -1.027 0.074 1.958
*
```

***

Entry 8:
ORCA calculation (ωB97M-V/def2-TZVPD) on C31H33Cl3NO6PSSn as an isolated structure.

Values from the calculation:
HOMO-LUMO gap	8.76	eV
HOMO energy	-0.52152	Eh

Structure (ORCA input):
```
! wB97M-V def2-TZVPD RIJCOSX def2/J DEFGRID3
* xyz 2 1
Sn 0.685 0.658 1.226
O 0.684 -2.218 1.376
C -0.172 -2.677 0.679
O -0.880 -1.860 -0.185
C -0.668 -4.061 0.595
C -0.151 -5.147 1.280
C -0.744 -6.386 1.085
C -1.826 -6.528 0.222
C -2.355 -5.436 -0.457
C -1.760 -4.202 -0.261
P -2.155 -2.586 -0.921
C -3.609 -1.819 -0.275
C -3.594 -1.290 1.015
C -4.705 -0.610 1.475
C -5.829 -0.488 0.664
C -5.857 -1.056 -0.601
C -4.744 -1.723 -1.083
C -1.922 -2.416 -2.659
C -1.287 -3.447 -3.359
C -1.044 -3.290 -4.711
C -1.417 -2.113 -5.350
C -2.040 -1.088 -4.647
C -2.308 -1.235 -3.298
H 0.701 -5.018 1.935
H -0.352 -7.253 1.599
H -2.271 -7.504 0.075
H -3.205 -5.560 -1.116
H -2.718 -1.391 1.643
H -4.691 -0.163 2.460
H -6.690 0.060 1.026
H -6.742 -0.971 -1.217
H -4.752 -2.160 -2.075
H -0.996 -4.359 -2.852
H -0.570 -4.086 -5.269
H -1.213 -1.993 -6.406
H -2.316 -0.172 -5.152
H -2.810 -0.448 -2.745
O 0.685 2.433 2.690
S 0.534 3.800 3.376
C -0.051 3.393 5.059
C 1.009 3.889 6.038
C 2.351 3.638 5.356
C 2.201 4.232 3.964
H -0.148 2.308 5.062
H -1.025 3.858 5.201
H 0.931 3.377 6.995
H 0.879 4.957 6.222
H 2.549 2.566 5.292
H 3.177 4.102 5.894
H 2.917 3.871 3.227
H 2.221 5.324 3.991
Cl -3.193 2.838 -1.493
C -1.438 2.894 -1.562
Cl -0.855 4.411 -0.827
Cl -0.890 2.792 -3.234
C -0.792 1.765 -0.708
O -1.486 1.137 0.106
O 0.458 1.602 -0.845
O 2.861 0.365 0.479
C 3.935 0.743 -0.009
C 4.650 -0.034 -1.071
C 4.663 0.912 -2.309
C 3.456 1.883 -2.408
C 3.610 3.231 -1.668
C 3.568 3.110 -0.138
N 4.435 1.976 0.247
H 4.097 -0.947 -1.276
H 5.667 -0.305 -0.781
H 4.682 0.288 -3.202
H 5.586 1.496 -2.323
H 2.536 1.394 -2.074
H 3.321 2.120 -3.463
H 2.811 3.901 -1.993
H 4.555 3.697 -1.964
H 2.557 2.898 0.206
H 3.925 4.019 0.341
H 5.372 2.103 -0.110
*
```